{
  "formula": "C26H30N4O4",
  "method": "ωB97M-V/def2-TZVPD",
  "species": ["C", "C", "C", "C", "C", "C", "O", "N", "C", "C", "C", "C", "C", "C", "C", "C", "C", "N", "C", "O", "C", "C", "C", "C", "C", "C", "C", "N", "O", "C", "C", "C", "N", "O", "H", "H", "H", "H", "H", "H", "H", "H", "H", "H", "H", "H", "H", "H", "H", "H", "H", "H", "H", "H", "H", "H", "H", "H", "H", "H", "H", "H", "H", "H"],
  "positions_angstrom": [[7.13559, -0.21384, -1.35179], [6.14491, -1.33787, -1.07318], [4.91502, -0.82576, -0.32696], [3.94954, -1.93546, 0.08818], [3.30651, -2.64458, -1.11142], [2.23932, -3.59478, -0.62152], [2.49801, -4.76035, -0.34400], [1.00080, -3.09410, -0.44971], [0.56117, -1.76125, -0.80530], [-0.92540, -1.70970, -0.41944], [-1.22583, -1.04913, 0.93338], [-2.16043, 0.05476, 0.50375], [-2.78042, 1.01077, 1.39961], [-2.61295, 0.91962, 2.78116], [-3.22648, 1.84387, 3.60718], [-3.97662, 2.87560, 3.07496], [-4.12972, 2.99126, 1.69240], [-4.88540, 4.05071, 1.18632], [-4.77897, 4.71264, -0.00713], [-5.63643, 5.50295, -0.34314], [-3.55222, 4.45864, -0.81288], [-3.67270, 4.20370, -2.17392], [-2.54229, 3.98916, -2.94127], [-1.28758, 4.05257, -2.35952], [-1.16247, 4.34266, -1.01057], [-2.28894, 4.54467, -0.23557], [-3.55700, 2.03660, 0.86361], [-2.33779, 0.08191, -0.75948], [-1.64326, -0.90631, -1.38083], [-1.35434, -3.17913, -0.52336], [-0.12252, -3.95399, -0.07577], [-0.14085, -4.23530, 1.44582], [0.88331, -4.99620, 1.84436], [-1.01349, -3.82280, 2.18141], [8.00197, -0.59240, -1.88858], [6.67118, 0.56329, -1.95516], [7.47771, 0.23485, -0.42164], [6.63190, -2.11115, -0.47522], [5.84245, -1.78797, -2.01994], [4.38796, -0.10167, -0.95351], [5.24501, -0.30243, 0.57388], [4.47904, -2.67622, 0.69033], [3.16610, -1.50301, 0.71633], [4.06004, -3.24317, -1.62316], [2.89840, -1.91326, -1.80815], [1.14398, -0.99426, -0.29010], [0.63685, -1.59541, -1.88723], [-1.69323, -1.74612, 1.62892], [-0.33151, -0.64016, 1.40747], [-2.02311, 0.12440, 3.20863], [-3.11374, 1.76456, 4.67802], [-4.44429, 3.60025, 3.72561], [-5.63705, 4.38680, 1.77708], [-4.65700, 4.16524, -2.61571], [-2.64030, 3.77506, -3.99487], [-0.40512, 3.88461, -2.95904], [-0.18303, 4.41154, -0.56022], [-2.18959, 4.77711, 0.81496], [-3.69832, 2.06333, -0.20333], [-2.21380, -3.40028, 0.10633], [-1.60180, -3.39658, -1.56250], [-0.01547, -4.91851, -0.58521], [0.97527, -5.22628, 2.82042], [1.60942, -5.25370, 1.18019]],
  "forces_ev_per_a": [[-0.1, -0.2, 0.0], [-0.1, 0.3, 0.1], [0.1, -0.4, 0.1], [0.0, 0.2, -0.1], [0.1, -0.2, 0.2], [0.2, 0.2, -0.2], [0.2, -0.3, -0.1], [-0.3, -0.1, 0.1], [-0.1, 0.5, -0.4], [0.1, -0.2, 0.3], [-0.2, 0.1, -0.2], [0.6, -0.8, -0.5], [-0.4, 0.6, 0.4], [0.0, -0.1, -0.3], [-0.1, 0.1, 0.0], [0.0, 0.0, -0.1], [0.3, -0.5, 0.1], [-0.4, 0.2, 0.4], [-0.1, 0.1, 0.1], [0.0, 0.0, -0.2], [0.2, 0.2, -0.3], [-0.1, 0.0, 0.2], [0.0, 0.0, -0.1], [0.0, 0.0, 0.0], [0.1, 0.0, 0.1], [-0.1, 0.1, -0.1], [0.0, -0.1, 0.2], [-0.6, 0.7, 0.4], [0.4, -0.5, -0.3], [0.1, 0.1, 0.1], [-0.3, -0.4, 0.1], [0.1, -0.1, -0.5], [0.4, -0.4, 0.3], [-0.4, 0.1, 0.3], [0.1, 0.1, -0.1], [0.0, 0.1, -0.1], [0.1, 0.1, 0.1], [0.0, -0.1, 0.0], [0.0, -0.1, 0.0], [0.0, 0.1, 0.0], [0.0, 0.1, 0.0], [0.0, 0.0, 0.1], [0.0, 0.0, 0.1], [-0.1, 0.0, -0.1], [0.0, 0.1, -0.1], [0.0, 0.0, -0.1], [0.0, 0.0, 0.1], [0.1, 0.1, 0.0], [0.0, 0.0, 0.1], [0.1, -0.1, 0.0], [0.0, 0.0, 0.1], [0.0, 0.1, 0.1], [0.1, 0.0, -0.2], [-0.1, 0.0, 0.0], [0.0, 0.0, -0.1], [0.1, 0.0, 0.0], [0.1, 0.0, 0.0], [0.0, 0.0, 0.1], [0.0, 0.0, -0.1], [0.0, 0.0, 0.0], [0.1, 0.0, 0.0], [0.0, 0.1, 0.0], [-0.1, 0.1, 0.0], [-0.1, 0.1, 0.1]],
  "lowdin_charge": [-0.116, -0.274, -0.227, -0.193, -0.101, -0.442, 0.037, 0.022, -0.046, -0.380, -0.019, -0.217, -0.151, -0.028, -0.073, -0.021, -0.241, 0.140, -0.433, 0.087, -0.173, -0.018, -0.070, -0.081, -0.072, -0.038, 0.038, 0.136, -0.052, -0.022, -0.154, -0.482, 0.192, 0.051, 0.068, 0.072, 0.071, 0.113, 0.103, 0.115, 0.114, 0.122, 0.107, 0.123, 0.113, 0.129, 0.142, 0.113, 0.135, 0.110, 0.106, 0.112, 0.158, 0.122, 0.104, 0.102, 0.103, 0.123, 0.118, 0.133, 0.135, 0.162, 0.118, 0.073],
  "smiles": "CCCCCC(=O)N1C[C@]2(CC(c3cccc(NC(=O)c4ccccc4)c3)=NO2)C[C@@H]1C(N)=O",
  "homo_energy_ev": -8.62,
  "fmax_ha_per_bohr": 0.0211,
  "total_energy_ha": -1528.78658
}

=====

{
  "formula": "C5H8N2O2",
  "method": "ωB97M-V/def2-TZVPD",
  "species": ["O", "C", "C", "C", "N", "C", "N", "O", "C", "H", "H", "H", "H", "H", "H", "H", "H"],
  "positions_angstrom": [[1.37301, -0.99130, 0.78684], [0.70892, 0.15815, 0.97756], [-0.73356, -0.04445, 1.51581], [-1.25115, 0.62151, 0.24622], [-1.65971, -0.53919, -0.68493], [-0.63690, -0.60010, -1.45423], [0.34847, 0.30968, -1.43751], [1.52794, -0.10193, -1.98748], [0.18568, 0.95682, -0.21890], [0.98299, -1.59254, 1.44030], [1.31734, 0.83140, 1.39561], [-1.11380, 0.19562, 2.70165], [-0.93647, -1.28752, 1.49343], [-2.10682, 1.22592, 0.31447], [-0.25428, -1.52952, -2.05968], [1.79113, 0.39858, -2.73468], [0.45722, 1.98888, -0.29448]],
  "forces_ev_per_a": [[1.0, -2.5, -0.4], [-2.5, 0.7, 0.2], [-0.9, -2.9, 3.3], [-0.8, -2.4, -0.9], [1.5, 1.0, -0.1], [-0.1, -4.6, -1.7], [-1.5, 0.7, -2.3], [1.2, -1.6, 2.0], [0.0, 0.6, 0.9], [0.5, -0.2, -0.5], [2.2, 2.5, 2.9], [1.3, 0.0, -3.5], [0.2, 3.3, -0.2], [-0.6, 1.6, 0.0], [-1.7, 1.7, 0.7], [-0.4, 1.4, -1.1], [0.4, 0.7, 0.5]],
  "lowdin_charge": [0.028, -0.386, -0.077, -0.228, 0.101, -0.220, -0.144, 0.047, -0.181, 0.106, 0.101, 0.163, 0.162, 0.113, 0.173, 0.094, 0.149],
  "smiles": "O[C@@H]1C[C@@H]2N=CN(O)[C@H]12",
  "homo_energy_ev": -8.35,
  "fmax_ha_per_bohr": 0.0952,
  "total_energy_ha": -455.12528
}